26
Properties=species:S:1:pos:R:3:lowdin_charge:R:1 method="wB97M-V/def2-TZVPD" homo_energy_ha="-0.449 / -0.449" de_lowest_kcal_mol=95.9 lumo_ev="-4.816 / -4.815" multiplicity=1 total_charge=+1 homo_lumo_gap_ev="7.3909 / 7.3919"
C -1.42975 3.48755 0.15109 -0.009
C -1.89877 2.19375 0.25646 -0.063
C -0.16161 3.76487 0.68493 -0.027
C -1.16057 1.19230 0.81739 -0.032
C 0.64588 2.75874 1.18038 0.022
C -0.04539 -3.47958 -1.44857 -0.187
C -0.05291 -4.31535 -0.40728 -0.320
C 0.13555 1.44993 1.17908 -0.211
C 0.48419 -2.03546 0.18667 -0.451
C 0.31783 -1.17537 -2.15642 -0.033
C 0.94440 0.33118 1.68325 -0.024
N 0.27671 -2.20062 -1.15903 -0.241
O 2.19662 0.42461 1.89452 0.213
S 0.33965 -3.41906 1.03939 1.045
H -1.93786 4.14728 -0.52838 0.123
H -2.88116 1.94132 -0.04058 0.107
H 0.21053 4.73729 0.48718 0.107
H -1.42617 0.02297 0.85080 0.171
H 1.65973 2.88679 1.48898 0.120
H -0.00360 -3.83366 -2.44266 0.126
H -0.21252 -5.31596 -0.45430 0.042
H -0.28210 -0.34802 -1.85391 0.063
H 1.40624 -0.80904 -2.38146 0.134
H -0.13621 -1.61992 -3.12787 0.128
H 0.34293 -0.64045 1.67848 0.076
H 2.66838 -0.14607 2.42186 0.119

14
Properties=species:S:1:pos:R:3:lowdin_charge:R:1 method="wB97M-V/def2-TZVPD" homo_energy_ha="-0.315 / -0.315" de_lowest_kcal_mol=121.1 lumo_ev="-0.800 / -0.801" multiplicity=1 total_charge=0 homo_lumo_gap_ev="7.7597 / 7.7576"
C 1.40060 0.90049 0.10004 -0.178
C -0.83065 1.55338 0.08862 -0.074
C -1.36710 0.23301 -0.30059 -0.138
C -0.59573 -1.04511 0.19998 -0.216
N 2.57489 0.56542 -0.07407 0.070
N 2.86031 -0.76231 -0.08942 -0.093
N 1.90197 -1.59482 0.06818 -0.031
N 0.42797 1.67934 0.34337 0.123
N 0.76726 -1.06475 0.02008 -0.024
H -1.49038 2.38024 0.11952 0.107
H -2.45584 -0.07642 -0.08052 0.148
H -1.31185 0.14879 -1.38107 0.113
H -0.87626 -0.99906 1.18482 0.090
H -1.00518 -1.91821 -0.19894 0.105

15
Properties=species:S:1:pos:R:3:lowdin_charge:R:1 method="wB97M-V/def2-TZVPD" homo_energy_ha=-0.299 de_lowest_kcal_mol=180.8 lumo_ev=0.318 multiplicity=1 total_charge=0 homo_lumo_gap_ev=8.4577
C 1.89143 0.24259 -0.40006 -0.103
N -0.12096 -1.17310 0.28242 0.004
N -0.92944 0.75326 -1.11907 0.127
C -1.41646 0.00198 -0.03219 -0.582
C -0.30705 1.09469 0.20603 -0.255
O -0.53619 -1.93120 1.35915 0.000
N 0.78971 0.32883 0.54530 0.013
O -2.50604 -0.29168 0.44350 0.011
H -1.20579 -1.38783 1.83565 0.117
H -0.08605 -1.77441 -0.54969 0.163
H -1.60427 1.41282 -1.48916 0.115
H -0.53961 1.99413 0.75768 0.141
H 2.52738 -0.59434 -0.11754 0.080
H 2.46409 1.16714 -0.27821 0.092
H 1.57926 0.15710 -1.44382 0.075

164
Properties=species:S:1:pos:R:3:lowdin_charge:R:1 method="wB97M-V/def2-TZVPD" homo_energy_ha=-0.329 lumo_ev=-1.881 multiplicity=1 total_charge=0 homo_lumo_gap_ev=7.0853
O 0.64324 -3.39293 2.88256 -0.326
V 1.11064 -3.41927 1.30713 1.008
O 1.66313 -4.88123 0.91434 -0.324
O 0.94970 -0.14781 -1.01678 0.140
C 0.77109 -1.25903 -0.32550 -0.884
O 0.98010 -2.38635 -0.72125 -0.017
O 0.49601 -1.17319 0.85133 -0.030
H 0.66716 0.42443 -0.29962 0.060
C -5.17754 -3.37356 2.68623 -0.071
O -4.86187 -3.49212 1.30701 -0.215
C -5.55166 -2.69208 0.35812 -0.171
C -4.71911 -2.52343 -0.87216 -0.206
O -4.49826 -3.64951 -1.73387 -0.198
C -3.47550 -3.40366 -2.75051 -0.088
H -4.51971 -4.03444 3.25067 0.097
H -6.22681 -3.66096 2.75367 0.088
H -5.15264 -2.33782 3.02493 0.057
H -5.73907 -1.71013 0.79257 0.132
H -6.42039 -3.25632 0.01894 0.132
H -3.74615 -2.13797 -0.56741 0.113
H -4.99260 -1.70822 -1.54203 0.130
H -2.43887 -3.31391 -2.42578 0.067
H -3.74425 -2.71102 -3.54808 0.092
H -3.27762 -4.37061 -3.21307 0.086
C 4.68599 1.88615 -6.44928 -0.126
O 4.71257 2.29991 -5.11552 -0.164
C 4.32974 1.34173 -4.11222 -0.186
C 2.90387 0.89522 -4.15724 -0.211
O 2.69581 -0.09944 -5.14384 -0.175
C 3.04309 -1.38025 -4.69681 -0.116
H 3.69468 1.87303 -6.90231 0.089
H 5.18766 0.93145 -6.60732 0.089
H 5.26013 2.55244 -7.09311 0.082
H 4.46335 1.76858 -3.11822 0.115
H 4.96247 0.45421 -4.10481 0.112
H 2.19763 1.68330 -4.41847 0.121
H 2.53894 0.63426 -3.16385 0.109
H 2.96743 -2.08636 -5.52372 0.086
H 2.35215 -1.68519 -3.91087 0.076
H 4.06115 -1.48340 -4.32128 0.081
C -2.17324 0.15174 -2.31671 -0.346
O -3.10501 0.91913 -2.13181 0.000
N -1.45512 -0.05946 -3.47792 -0.134
C -0.73948 -1.37104 -3.66436 -0.032
C -1.72064 0.72210 -4.72286 -0.039
H -1.74934 -0.43025 -1.48376 0.119
H -1.45518 -2.08447 -4.07289 0.062
H -0.32049 -1.73375 -2.72575 0.063
H -0.03038 -1.33121 -4.49121 0.079
H -1.94126 1.74673 -4.42361 0.073
H -0.85253 0.84187 -5.37103 0.079
H -2.50895 0.35145 -5.37807 0.082
C 0.33737 4.58958 -4.24783 -0.319
O 0.05498 3.61633 -4.96877 -0.021
N 0.63920 4.52085 -2.92925 -0.162
C 0.93033 5.79523 -2.23902 -0.037
C 0.49717 3.30569 -2.05884 -0.005
H 0.40130 5.59268 -4.69717 0.136
H -0.05651 6.18698 -1.99251 0.075
H 1.50453 6.43918 -2.90514 0.087
H 1.53597 5.50636 -1.38003 0.060
H 0.79099 2.47330 -2.69828 0.072
H 0.90635 3.34594 -1.04936 0.058
H -0.54337 3.11937 -1.79298 0.074
C 4.01177 2.72773 1.49282 -0.315
O 3.83959 1.83808 2.30946 -0.010
N 3.69261 4.04536 1.77704 -0.180
C 3.67688 5.06669 0.75970 -0.071
C 3.23235 4.38031 3.18113 -0.013
H 4.39779 2.58541 0.47158 0.132
H 4.48245 5.70102 1.12954 0.085
H 2.77866 5.66477 0.91329 0.081
H 3.89407 4.77004 -0.26642 0.091
H 3.14983 3.48755 3.80102 0.077
H 4.04536 4.95437 3.62562 0.087
H 2.25382 4.83980 3.32057 0.077
C 3.16447 -4.89377 -5.01554 -0.326
O 4.03971 -5.08106 -5.88994 -0.027
N 3.38254 -5.02006 -3.67289 -0.181
C 2.44737 -5.09091 -2.57157 -0.063
C 4.78337 -5.20324 -3.16340 -0.029
H 2.08943 -4.68358 -5.12656 0.131
H 2.71222 -5.86872 -1.85536 0.089
H 1.45529 -5.28817 -2.97773 0.090
H 2.42048 -4.12887 -2.05984 0.066
H 5.00220 -6.08705 -2.56417 0.084
H 5.51411 -5.16866 -3.97143 0.081
H 4.90085 -4.35556 -2.48832 0.069
C 4.06325 -1.53071 1.68027 -0.221
O 3.08180 -2.18808 1.36008 -0.023
N 5.07346 -1.26303 0.78091 -0.189
C 6.28652 -0.61624 1.28234 -0.036
C 4.98071 -1.46955 -0.62767 -0.035
H 4.43530 -1.23190 2.67249 0.146
H 6.53802 0.29059 0.73233 0.096
H 6.95475 -1.45739 1.09788 0.094
H 6.25165 -0.61423 2.37178 0.089
H 4.19040 -2.19768 -0.81025 0.088
H 4.84084 -0.53189 -1.16556 0.091
H 5.91498 -1.87320 -1.01795 0.093
C -2.07823 -4.75658 0.51843 -0.338
O -1.18675 -4.13022 0.97710 0.013
N -2.47123 -5.99893 0.84919 -0.129
C -3.74373 -6.43051 0.22904 -0.034
C -1.62520 -6.90786 1.69571 0.005
H -2.74915 -4.32297 -0.23922 0.118
H -4.24904 -5.55753 -0.18409 0.060
H -4.39414 -6.84364 1.00000 0.091
H -3.61603 -7.10370 -0.61867 0.088
H -1.53758 -7.87162 1.19412 0.084
H -0.62875 -6.48550 1.82535 0.078
H -2.08328 -7.08939 2.66798 0.084
C -2.60040 0.13111 1.77677 -0.280
O -2.84693 0.74270 0.74812 0.009
N -3.35575 0.09825 2.94060 -0.134
C -3.03683 -0.67252 4.15523 -0.061
C -4.66216 0.77297 3.10483 -0.048
H -1.74329 -0.55103 1.88744 0.129
H -3.95047 -1.15205 4.50654 0.068
H -2.75501 -0.11377 5.04769 0.089
H -2.43005 -1.55366 3.94661 0.079
H -4.99779 1.32458 2.22666 0.079
H -5.56263 0.17997 3.26486 0.077
H -4.58929 1.46784 3.94146 0.092
C -0.48334 -1.53999 7.82588 -0.351
O -0.27196 -0.67181 8.67557 -0.013
N 0.23510 -1.79585 6.69599 -0.166
C -0.08500 -2.91017 5.81212 -0.072
C 1.20303 -0.72071 6.22627 0.006
H -1.25096 -2.31857 7.95532 0.126
H 0.85138 -3.32082 5.43443 0.079
H -0.82067 -2.52731 5.10479 0.059
H -0.65497 -3.76387 6.17877 0.086
H 0.61703 0.01705 5.67817 0.048
H 1.64873 -0.20140 7.07466 0.083
H 1.97350 -1.16502 5.59614 0.085
C -0.54952 2.16610 4.25243 0.040
C 0.04682 1.62373 3.18307 -0.185
C 0.09373 2.32796 1.79156 -0.246
O 0.62175 1.82907 0.78056 0.062
C -0.30811 3.68811 1.87185 0.056
C -0.95539 4.18113 2.95474 -0.184
C -1.31626 3.37372 4.15573 -0.333
O -1.94564 3.59732 5.15817 0.140
O -1.31809 5.47967 3.07595 0.117
O 0.56342 0.37211 3.15246 0.085
H -0.49971 1.61660 5.18085 0.121
H -0.16092 4.36979 1.04720 0.131
H -1.66783 5.68489 3.94610 0.121
H 0.78736 0.22711 2.23027 0.060
C -4.44186 6.79763 0.66669 0.052
C -3.94690 7.12785 -0.57224 -0.188
C -3.14038 6.19965 -1.44801 -0.338
O -2.78276 6.37618 -2.60398 0.104
C -3.15855 4.90710 -0.84661 0.049
C -3.78325 4.56932 0.32500 -0.161
C -4.50982 5.52142 1.22546 -0.364
O -4.93668 5.24027 2.32673 0.135
O -3.76425 3.27449 0.78391 0.076
O -4.09222 8.38160 -1.01971 0.104
H -4.96761 7.63035 1.11004 0.137
H -2.69346 4.08481 -1.36999 0.120
H -3.33644 2.71123 0.13481 0.074
H -3.62665 8.68683 -1.80182 0.124

18
Properties=species:S:1:pos:R:3:lowdin_charge:R:1 method="wB97M-V/def2-TZVPD" homo_energy_ha=-0.312 de_lowest_kcal_mol=166.0 lumo_ev=0.917 multiplicity=1 total_charge=0 homo_lumo_gap_ev=9.3983
C 0.53667 1.40943 0.91540 -0.020
C 0.52549 0.25135 -0.17392 -0.479
C 0.55510 0.87737 -1.60594 -0.046
C -0.87115 -0.03725 -0.50906 -0.505
C -1.52545 -0.76716 0.54655 -0.054
C -0.42119 -1.39674 1.12969 -0.102
C 0.92533 -1.14397 0.36256 -0.086
H 1.31106 2.21049 0.36199 0.113
H 0.61330 1.12907 2.12305 0.121
H -0.86401 1.68857 0.70184 0.201
H 0.86640 0.17628 -2.48512 0.145
H 0.94575 1.94708 -1.81171 0.133
H -0.89282 -1.04705 -1.16593 0.180
H -2.71673 -1.11669 0.58589 0.179
H -0.64857 -2.21856 1.83453 0.097
H 1.82418 -1.09655 0.97570 0.107
H 0.78016 -1.91613 -0.38979 0.112
O -0.94354 1.05047 -1.39573 -0.097

12
Properties=species:S:1:pos:R:3:lowdin_charge:R:1 method="wB97M-V/def2-TZVPD" homo_energy_ha=-0.342 de_lowest_kcal_mol=100.1 lumo_ev=-0.596 multiplicity=1 total_charge=0 homo_lumo_gap_ev=8.7111
C -0.76653 -1.10064 0.53034 -0.468
C -0.07644 -0.34666 -0.63028 -0.494
C 0.25268 1.14928 -0.76612 -0.160
H 0.36868 1.14448 1.80496 0.094
H -0.53454 -2.07514 0.20615 0.041
H -1.86523 -0.85794 0.44431 0.085
H -0.55612 -0.63796 -1.64017 0.150
H 0.28975 1.52774 -1.74740 0.058
H -0.00340 2.07615 0.00144 0.127
H 1.64836 -0.22493 0.24188 0.082
N 1.25662 0.01987 -0.72765 -0.021
S -0.01382 -0.67424 2.28254 0.506